Record 1
{
  "formula": "C11H16Br2O5",
  "method": "the ωB97M-V functional and the def2-TZVPD basis",
  "symbols": ["C", "C", "O", "O", "C", "C", "C", "C", "O", "C", "O", "O", "C", "C", "Br", "C", "C", "Br", "H", "H", "H", "H", "H", "H", "H", "H", "H", "H", "H", "H", "H", "H", "H", "H"],
  "positions_angstrom": [[1.148, -3.409, 1.099], [0.458, -2.370, 1.936], [1.005, -1.698, 2.762], [-0.864, -2.292, 1.669], [-1.541, -1.072, 2.016], [-1.680, -0.149, 0.799], [-0.765, 1.080, 0.828], [0.718, 0.823, 0.546], [1.479, 1.567, 1.532], [1.947, 2.703, 0.965], [2.669, 3.479, 1.483], [1.452, 2.808, -0.307], [1.357, 1.439, -0.712], [0.864, 1.197, -2.158], [0.414, 2.856, -3.062], [-0.241, 0.145, -2.309], [-1.681, 0.632, -2.336], [0.083, -0.827, -3.994], [2.111, -3.015, 0.778], [1.344, -4.286, 1.718], [0.550, -3.718, 0.246], [-1.028, -0.587, 2.848], [-2.525, -1.375, 2.369], [-1.500, -0.770, -0.082], [-2.714, 0.193, 0.737], [-1.141, 1.869, 0.175], [-0.805, 1.496, 1.837], [0.981, -0.232, 0.607], [2.382, 1.043, -0.687], [1.727, 0.834, -2.703], [-0.095, -0.632, -1.559], [-1.838, 1.413, -1.592], [-2.359, -0.195, -2.133], [-1.913, 1.049, -3.312]],
  "atomic_forces_ev_per_a": [[-0.029, -0.235, 0.023], [-0.202, -0.281, 0.099], [0.229, 0.353, 0.096], [0.104, 0.160, -0.504], [-0.247, 0.050, 0.334], [0.169, -0.110, 0.047], [-0.050, -0.064, 0.104], [-0.233, 0.352, -0.206], [0.309, -0.339, -0.149], [-0.451, -0.024, -0.046], [0.026, 0.306, 0.225], [0.496, -0.165, -0.169], [-0.024, -0.347, 0.184], [-0.157, 0.142, 0.203], [-0.031, -0.004, -0.037], [-0.013, -0.051, -0.334], [0.052, 0.036, 0.078], [-0.011, -0.055, 0.092], [-0.023, -0.003, 0.013], [0.017, 0.039, 0.010], [-0.004, 0.061, 0.009], [0.078, -0.040, -0.062], [0.031, -0.099, -0.035], [-0.134, 0.085, 0.035], [0.013, 0.003, -0.028], [0.067, -0.031, 0.015], [-0.017, 0.008, -0.020], [0.066, 0.075, 0.318], [-0.018, 0.032, -0.149], [0.002, 0.070, -0.039], [0.057, 0.094, 0.026], [-0.048, -0.071, -0.077], [-0.005, 0.015, -0.081], [-0.016, 0.040, 0.028]],
  "lowdin_charge": [0.0252, -0.5560, 0.1159, -0.0109, -0.1422, -0.1487, -0.1052, -0.1970, 0.0899, -0.5489, 0.1971, 0.0232, -0.2664, -0.6515, 0.8036, -0.7607, -0.1929, 0.7049, 0.0914, 0.0946, 0.0841, 0.1250, 0.1263, 0.0943, 0.1217, 0.1129, 0.1339, 0.1449, 0.1670, 0.0578, 0.0689, 0.0605, 0.0824, 0.0549],
  "e_tot_ha": -5952.98949,
  "e_above_lowest_ev": 0.000,
  "molar_mass_g_mol": 388.05,
  "e_homo_ev": -10.51,
  "e_lumo_ev": 0.3
}

Record 2
{
  "formula": "Br2H2O2Si",
  "method": "the ωB97M-V functional and the def2-TZVPD basis",
  "symbols": ["O", "O", "Si", "Br", "Br", "H", "H"],
  "positions_angstrom": [[0.139, -0.069, 1.579], [0.878, -0.041, -0.946], [-0.358, 0.001, 0.088], [-1.735, -1.706, -0.301], [-1.540, 1.855, -0.253], [1.847, -0.055, 1.723], [0.768, 0.016, -1.891]],
  "atomic_forces_ev_per_a": [[5.412, -0.081, 2.542], [0.672, -0.062, 0.092], [-1.029, 0.097, -1.752], [0.128, 0.180, 0.070], [0.084, -0.147, 0.059], [-5.100, -0.014, -0.726], [-0.168, 0.028, -0.284]],
  "lowdin_charge": [-0.3332, -0.2046, -0.6695, 0.3639, 0.3619, 0.4210, 0.0604],
  "e_tot_ha": -5589.25941,
  "e_above_lowest_ev": 3.967,
  "molar_mass_g_mol": 221.91,
  "e_homo_ev": [-10.35, -10.35],
  "e_lumo_ev": [-2.8, -2.8]
}

Record 3
{
  "formula": "C3H4CdO4",
  "method": "the ωB97M-V functional and the def2-TZVPD basis",
  "symbols": ["C", "O", "O", "C", "O", "C", "Cd", "H", "H", "O", "H", "H"],
  "positions_angstrom": [[0.747, 0.320, 0.583], [1.897, 0.271, 1.014], [0.421, 0.802, -0.594], [-0.971, 0.751, -0.671], [-0.354, 0.558, 1.420], [-1.415, 0.830, 0.604], [3.686, 0.745, 0.811], [-2.414, 0.773, 1.025], [-1.414, 1.060, -1.612], [0.234, -1.988, -1.102], [0.274, -2.578, -0.342], [-0.690, -1.544, -1.136]],
  "atomic_forces_ev_per_a": [[-4.271, 4.470, 0.261], [-1.433, -1.763, 1.276], [0.515, -2.484, -0.124], [-0.712, 2.668, 0.592], [2.615, -1.659, -0.642], [-0.174, -1.683, -1.345], [3.150, 0.754, -0.437], [0.283, 0.293, 0.045], [0.096, -0.362, 0.109], [-1.673, 1.842, 0.143], [-0.515, -0.303, -0.062], [2.120, -1.773, 0.184]],
  "lowdin_charge": [-0.4599, -0.1025, 0.1394, 0.0109, 0.1704, 0.0346, 1.7614, 0.1729, 0.1694, -0.0433, 0.0568, 0.0898],
  "e_tot_ha": -584.57870,
  "total_charge": 2,
  "e_above_lowest_ev": 0.526,
  "molar_mass_g_mol": 216.47,
  "e_homo_ev": -18.09,
  "e_lumo_ev": -13.1
}

Record 4
{
  "formula": "C4H12NOPS",
  "method": "the ωB97M-V functional and the def2-TZVPD basis",
  "symbols": ["C", "C", "C", "C", "N", "O", "P", "S", "H", "H", "H", "H", "H", "H", "H", "H", "H", "H", "H", "H"],
  "positions_angstrom": [[1.097, -2.113, -1.218], [1.420, 2.087, -0.049], [-2.323, 0.885, 1.281], [-0.277, -1.906, -0.465], [1.444, 0.913, -0.833], [-1.683, 0.170, 0.231], [-0.231, -0.416, 0.599], [0.227, -0.534, 2.547], [1.674, -1.100, -1.103], [1.659, -2.854, -0.733], [0.896, -2.201, -2.282], [0.463, 2.472, 0.281], [1.976, 1.918, 0.915], [1.978, 2.869, -0.757], [-2.669, 0.183, 2.013], [-3.188, 1.406, 0.856], [-1.502, 1.672, 1.699], [-0.649, -2.853, -0.062], [-1.037, -1.639, -1.237], [0.725, 1.040, -1.683]],
  "atomic_forces_ev_per_a": [[-0.664, 3.585, 0.639], [2.081, 2.012, -0.092], [1.452, 2.651, 0.316], [0.477, 0.099, -1.823], [-4.197, -2.120, -0.856], [0.327, 0.022, 0.100], [1.806, -0.551, -0.100], [-0.319, 0.262, -2.211], [-0.821, -2.044, -0.304], [0.768, -1.240, 0.080], [0.287, -0.657, 0.059], [-0.472, 0.368, -0.368], [-0.087, 0.270, -1.074], [-1.017, -0.968, 1.903], [0.066, -0.094, 0.698], [0.370, -0.005, -0.010], [-2.435, -1.783, -0.510], [0.126, 0.422, 0.667], [0.456, 0.062, 0.594], [1.797, -0.290, 2.291]],
  "lowdin_charge": [-0.1500, -0.3342, -0.1832, -0.3620, -0.1277, -0.4122, 0.4790, 0.2132, 0.0451, 0.0398, 0.0622, 0.0337, 0.0704, 0.1165, 0.0583, 0.0839, 0.1100, 0.0818, 0.0804, 0.0950],
  "e_tot_ha": -1029.04141,
  "e_above_lowest_ev": 3.345,
  "molar_mass_g_mol": 153.19,
  "e_homo_ev": [-8.19, -8.59],
  "e_lumo_ev": [-0.5, -0.7]
}

Record 5
{
  "formula": "C7H14NS",
  "method": "the ωB97M-V functional and the def2-TZVPD basis",
  "symbols": ["C", "C", "C", "C", "C", "C", "C", "N", "S", "H", "H", "H", "H", "H", "H", "H", "H", "H", "H", "H", "H", "H", "H"],
  "positions_angstrom": [[0.243, 1.628, 1.860], [0.200, -1.027, 0.438], [-0.869, -1.789, 0.894], [1.336, -1.986, 0.071], [-1.383, 1.892, -1.163], [1.109, 0.676, -1.131], [-1.156, 0.604, -0.489], [-0.021, 0.009, -0.445], [0.911, 0.228, 2.238], [0.640, 2.528, 2.236], [-0.458, -2.435, 1.713], [-1.423, -2.423, 0.232], [-1.628, -1.138, 1.385], [1.679, -2.107, -0.914], [1.167, -2.982, 0.602], [2.155, -1.378, 0.569], [-0.951, 1.902, -2.145], [-2.465, 2.192, -1.215], [-0.991, 2.721, -0.552], [1.073, 1.754, -0.882], [0.766, 0.767, -2.220], [2.048, 0.135, -1.134], [-1.981, 0.228, 0.050]],
  "atomic_forces_ev_per_a": [[0.413, -2.628, -0.925], [3.164, -0.333, -1.190], [-3.708, -0.737, 4.170], [1.263, 1.162, 3.518], [-1.378, 1.129, 0.160], [-1.676, 0.927, -2.527], [-0.463, 1.958, 0.568], [0.772, 0.474, -0.724], [-0.799, 0.575, -1.481], [0.046, 1.164, 1.064], [-0.692, 0.420, -0.660], [0.066, -0.371, -0.934], [0.210, -0.604, -0.051], [-0.254, -0.117, -1.554], [0.570, 1.518, -0.898], [0.153, -1.612, -0.382], [0.123, 0.289, -0.537], [0.891, -0.862, -0.148], [0.386, -0.406, -0.323], [0.800, -0.771, 0.629], [0.738, -0.568, 1.215], [-0.098, 0.220, 0.566], [-0.528, -0.828, 0.444]],
  "lowdin_charge": [-0.3395, -0.5823, -0.1139, -0.0310, -0.0367, 0.0246, -0.0727, -0.1375, 0.9459, -0.0303, 0.1206, 0.1162, 0.0994, 0.0710, 0.1226, 0.0786, 0.0805, 0.1188, 0.1022, 0.1064, 0.1334, 0.1008, 0.1229],
  "e_tot_ha": -727.64768,
  "total_charge": 1,
  "e_above_lowest_ev": 3.663,
  "molar_mass_g_mol": 144.26,
  "e_homo_ev": [-12.37, -12.37],
  "e_lumo_ev": [-4.6, -4.6]
}